No. 1
{"formula": "C5H15N3O", "method": "ωB97M-V with the def2-TZVPD basis set", "symbols": ["C", "C", "C", "N", "N", "O", "H", "H", "H", "H", "H", "H", "H", "H", "C", "C", "N", "H", "H", "H", "H", "H", "H", "H"], "coordinates": [[0.4921, -1.2766, 0.7364], [-0.2409, -2.4853, 0.1928], [-0.3691, 0.1552, -1.0129], [0.8336, 0.2624, -1.7120], [1.9480, -1.4984, 0.6412], [-1.4197, -0.2012, -1.5005], [0.2619, -1.2026, 1.8133], [1.6425, -0.0505, -1.1832], [0.7611, -0.2365, -2.5888], [2.5182, -0.6822, 0.8280], [2.2345, -1.9255, -0.2311], [-1.3205, -2.3628, 0.2972], [-0.0533, -2.6102, -0.8807], [0.0511, -3.4201, 0.6909], [-1.7466, 1.1988, 0.7980], [0.1150, 2.5482, -0.1017], [-0.4045, 1.1928, 0.1850], [0.1806, 0.3810, 0.7032], [-2.4834, 1.5677, 0.0871], [0.1354, 3.1237, 0.8237], [-1.7233, 1.8267, 1.6878], [-2.0026, 0.1774, 1.0697], [1.1162, 2.4687, -0.5151], [-0.5264, 3.0497, -0.8282]], "forces_ev_per_angstrom": [[-0.1, 0.3, -0.2], [0.1, 0.0, 0.0], [-0.2, 0.2, 0.1], [-0.1, -0.1, 0.2], [0.0, -0.1, 0.0], [0.4, 0.1, 0.3], [0.0, -0.1, 0.0], [-0.1, 0.0, 0.1], [0.0, 0.0, 0.0], [0.0, 0.0, 0.0], [0.0, 0.0, 0.0], [0.0, 0.0, 0.0], [0.0, 0.0, 0.0], [0.0, 0.1, 0.0], [0.2, 0.0, -0.1], [-0.1, -0.2, 0.0], [-0.1, -0.1, -0.3], [0.1, -0.1, 0.0], [0.0, 0.0, 0.0], [0.0, 0.0, 0.0], [0.0, 0.0, 0.0], [0.0, 0.0, 0.0], [0.0, 0.0, 0.0], [0.0, 0.0, 0.0]], "nbo_charge": [-0.42, -0.63, 0.80, -0.89, -0.87, -0.64, 0.17, 0.39, 0.40, 0.35, 0.35, 0.21, 0.19, 0.19, -0.41, -0.41, -0.54, 0.46, 0.22, 0.21, 0.20, 0.24, 0.23, 0.21], "de_lowest_ev": 3.725, "lumo_energy_ev": 0.7, "homo_lumo_gap_ev": 7.01}

---

No. 2
{"formula": "C4H12", "method": "ωB97M-V with the def2-TZVPD basis set", "symbols": ["C", "C", "H", "H", "H", "H", "H", "H", "C", "C", "H", "H", "H", "H", "H", "H"], "coordinates": [[2.1300, -1.1257, -0.7361], [0.9261, -0.8998, -1.6108], [3.0212, -0.6721, -1.1482], [2.0016, -0.6935, 0.2650], [2.3158, -2.1857, -0.5602], [0.5808, 0.1240, -1.8084], [-0.0037, -1.4179, -1.3164], [1.0915, -1.2517, -2.6354], [-1.2111, 1.6798, 0.9404], [-1.8306, 0.3809, 1.4661], [-0.1236, 1.6167, 0.9961], [-1.3669, 1.7796, -0.1390], [-1.4873, 2.5024, 1.5902], [-1.7845, 0.2934, 2.5565], [-1.3787, -0.4657, 0.9627], [-2.8807, 0.3352, 1.1775]], "forces_ev_per_angstrom": [[-0.2, 0.2, 0.9], [-1.4, -0.1, -1.4], [0.2, 0.0, -0.2], [-0.1, 0.0, -0.2], [0.0, 0.0, -0.2], [0.6, 0.1, 0.6], [0.5, 0.0, 0.3], [0.3, -0.2, 0.1], [0.8, -0.9, 0.2], [-0.4, 0.3, -0.5], [0.2, 0.0, 0.3], [-0.6, 0.5, 0.3], [-0.3, 0.5, -0.5], [0.2, -0.1, -0.3], [0.3, -0.3, 0.2], [-0.2, 0.1, 0.2]], "nbo_charge": [-0.61, -0.62, 0.21, 0.20, 0.21, 0.21, 0.20, 0.20, -0.61, -0.60, 0.20, 0.21, 0.21, 0.20, 0.20, 0.20], "de_lowest_ev": 0.232, "lumo_energy_ev": 1.1, "homo_lumo_gap_ev": 12.71}

---

What is the formula in the first record?
C5H15N3O